Computed, not measured: a structure of composition C5H4HgLiO7, with ωB97M-V/def2-TZVPD.

```
18
C5H4HgLiO7 | the OMol25 dataset | ωB97M-V/def2-TZVPD
O -4.945 -2.023 0.922
C -5.655 -2.460 0.115
O -0.058 -2.717 -0.857
Hg -2.657 -1.583 1.873
O -1.087 -2.829 1.185
O -0.745 -0.875 0.326
C 0.056 0.021 -0.423
C 1.330 0.349 0.343
O 2.291 0.939 -0.521
C -0.528 -2.265 0.213
H 0.300 -0.416 -1.400
H -0.545 0.924 -0.577
H 1.789 -0.573 0.719
H 1.107 1.014 1.186
O 3.239 2.752 -1.349
O 1.446 2.989 -0.084
C 2.289 2.276 -0.681
Li 2.372 4.477 -0.991
```

Output
Max |F| (Eh/bohr): 0.0873
E_LUMO (spin up / spin down) (eV): -0.6 / -2.3
Energy relative to the best compared isomer or geometry (same formula, charge and spin) (eV): 1.266
2S+1: 2

Computed, not measured: a structure of composition C29H40CoGeN4O2Sb, with ωB97M-V/def2-TZVPD.

```
78
C29H40CoGeN4O2Sb | the OMol25 dataset | ωB97M-V/def2-TZVPD
Co 0.450 -0.849 -0.400
O 1.242 -2.213 3.224
C 0.776 -1.890 2.153
N 1.275 -0.989 1.251
C 2.416 -0.224 1.424
C 3.251 -0.186 2.548
C 4.328 0.674 2.536
C 4.586 1.500 1.435
C 3.770 1.484 0.323
C 2.674 0.612 0.311
N 1.728 0.461 -0.687
C 1.632 1.246 -1.800
O 2.328 2.185 -2.123
C 0.498 0.774 -2.671
C 0.239 1.384 -3.883
C -0.769 0.876 -4.683
C -1.457 -0.246 -4.248
C -1.137 -0.797 -3.020
N -0.196 -0.287 -2.221
C -0.499 -2.495 1.632
C -1.227 -3.374 2.407
C -2.431 -3.857 1.919
C -2.859 -3.424 0.675
C -2.067 -2.547 -0.043
N -0.895 -2.094 0.409
H 3.048 -0.820 3.395
H 4.985 0.708 3.395
H 5.438 2.166 1.454
H 3.960 2.128 -0.520
H 0.844 2.236 -4.164
H -1.003 1.332 -5.635
H -2.233 -0.699 -4.848
H -1.637 -1.691 -2.678
H -0.833 -3.645 3.377
H -3.029 -4.544 2.501
H -3.801 -3.751 0.258
H -2.397 -2.182 -1.003
C 0.731 5.526 1.133
C 0.078 4.752 2.273
C -0.723 3.537 1.802
C 0.144 2.502 1.077
Ge -0.865 0.868 0.761
C -2.461 1.172 -0.348
C -3.723 1.377 0.498
C -4.305 0.062 1.004
C -5.539 0.264 1.874
H 1.244 6.411 1.511
H -0.017 5.859 0.410
H 1.468 4.922 0.601
H -0.591 5.415 2.826
H 0.843 4.419 2.981
H -1.523 3.874 1.134
H -1.210 3.079 2.669
H 1.026 2.253 1.671
H 0.502 2.889 0.121
H -1.287 0.250 2.112
H -2.612 0.330 -1.026
H -2.240 2.043 -0.970
H -4.478 1.887 -0.107
H -3.520 2.036 1.349
H -3.543 -0.488 1.568
H -4.563 -0.561 0.139
H -5.302 0.865 2.753
H -5.945 -0.687 2.219
H -6.325 0.781 1.320
C 3.247 -1.791 -2.890
Sb 1.926 -2.697 -1.495
C 3.314 -3.692 -0.233
C 1.144 -4.288 -2.671
H 3.923 -2.537 -3.305
H 3.823 -1.020 -2.380
H 2.678 -1.334 -3.700
H 3.980 -4.299 -0.843
H 2.792 -4.325 0.482
H 3.890 -2.942 0.307
H 1.959 -4.887 -3.073
H 0.565 -3.872 -3.495
H 0.499 -4.917 -2.061
```

Output
Max |F| (Eh/bohr): 0.0036
E_LUMO (spin up / spin down) (eV): -3.1 / -4.9
Energy relative to the best compared isomer or geometry (same formula, charge and spin) (eV): 0.000
Total charge: +1
2S+1: 2

Computed, not measured: a cluster of 2 separate species, C5H8O4 in total, with ωB97M-V/def2-TZVPD.

```
17
C5H8O4 | the OMol25 dataset | ωB97M-V/def2-TZVPD
C -0.229 -3.284 -1.152
C 0.446 -2.111 -1.964
O 0.813 -1.135 -1.293
O 0.484 -2.291 -3.206
H -1.291 -3.020 -1.099
H 0.168 -3.340 -0.132
H -0.012 -4.231 -1.654
C 0.722 1.717 1.458
C 0.839 1.998 -0.035
C -0.710 1.858 2.038
O -0.813 2.588 3.067
O -1.615 1.212 1.478
H 1.048 0.701 1.679
H 1.378 2.399 1.991
H 0.283 2.900 -0.276
H 0.482 1.196 -0.694
H 1.859 2.079 -0.456
```

Output
Max |F| (Eh/bohr): 0.0236
E_LUMO (eV): 6.6
Energy relative to the best compared isomer or geometry (same formula, charge and spin) (eV): 0.543
Total charge: -2

Repeat the second record exactly.
Computed, not measured: a structure of composition C29H40CoGeN4O2Sb, with ωB97M-V/def2-TZVPD.

```
78
C29H40CoGeN4O2Sb | the OMol25 dataset | ωB97M-V/def2-TZVPD
Co 0.450 -0.849 -0.400
O 1.242 -2.213 3.224
C 0.776 -1.890 2.153
N 1.275 -0.989 1.251
C 2.416 -0.224 1.424
C 3.251 -0.186 2.548
C 4.328 0.674 2.536
C 4.586 1.500 1.435
C 3.770 1.484 0.323
C 2.674 0.612 0.311
N 1.728 0.461 -0.687
C 1.632 1.246 -1.800
O 2.328 2.185 -2.123
C 0.498 0.774 -2.671
C 0.239 1.384 -3.883
C -0.769 0.876 -4.683
C -1.457 -0.246 -4.248
C -1.137 -0.797 -3.020
N -0.196 -0.287 -2.221
C -0.499 -2.495 1.632
C -1.227 -3.374 2.407
C -2.431 -3.857 1.919
C -2.859 -3.424 0.675
C -2.067 -2.547 -0.043
N -0.895 -2.094 0.409
H 3.048 -0.820 3.395
H 4.985 0.708 3.395
H 5.438 2.166 1.454
H 3.960 2.128 -0.520
H 0.844 2.236 -4.164
H -1.003 1.332 -5.635
H -2.233 -0.699 -4.848
H -1.637 -1.691 -2.678
H -0.833 -3.645 3.377
H -3.029 -4.544 2.501
H -3.801 -3.751 0.258
H -2.397 -2.182 -1.003
C 0.731 5.526 1.133
C 0.078 4.752 2.273
C -0.723 3.537 1.802
C 0.144 2.502 1.077
Ge -0.865 0.868 0.761
C -2.461 1.172 -0.348
C -3.723 1.377 0.498
C -4.305 0.062 1.004
C -5.539 0.264 1.874
H 1.244 6.411 1.511
H -0.017 5.859 0.410
H 1.468 4.922 0.601
H -0.591 5.415 2.826
H 0.843 4.419 2.981
H -1.523 3.874 1.134
H -1.210 3.079 2.669
H 1.026 2.253 1.671
H 0.502 2.889 0.121
H -1.287 0.250 2.112
H -2.612 0.330 -1.026
H -2.240 2.043 -0.970
H -4.478 1.887 -0.107
H -3.520 2.036 1.349
H -3.543 -0.488 1.568
H -4.563 -0.561 0.139
H -5.302 0.865 2.753
H -5.945 -0.687 2.219
H -6.325 0.781 1.320
C 3.247 -1.791 -2.890
Sb 1.926 -2.697 -1.495
C 3.314 -3.692 -0.233
C 1.144 -4.288 -2.671
H 3.923 -2.537 -3.305
H 3.823 -1.020 -2.380
H 2.678 -1.334 -3.700
H 3.980 -4.299 -0.843
H 2.792 -4.325 0.482
H 3.890 -2.942 0.307
H 1.959 -4.887 -3.073
H 0.565 -3.872 -3.495
H 0.499 -4.917 -2.061
```

Output
Max |F| (Eh/bohr): 0.0036
E_LUMO (spin up / spin down) (eV): -3.1 / -4.9
Energy relative to the best compared isomer or geometry (same formula, charge and spin) (eV): 0.000
Total charge: +1
2S+1: 2